{"formula": "C20H50AlNO2P2Si4", "method": "ωB97M-V/def2-TZVPD", "symbols": ["Al", "P", "C", "C", "N", "C", "C", "C", "C", "C", "P", "H", "H", "H", "H", "H", "H", "H", "H", "O", "H", "H", "O", "H", "C", "H", "H", "H", "C", "H", "H", "H", "C", "H", "H", "H", "C", "H", "H", "H", "C", "Si", "C", "C", "Si", "Si", "C", "C", "C", "Si", "C", "C", "C", "H", "H", "H", "H", "H", "H", "H", "H", "H", "H", "H", "H", "H", "H", "H", "H", "H", "H", "H", "H", "H", "H", "H", "H", "H", "H", "H"], "positions_angstrom": [[-0.142, -0.119, -1.529], [2.180, -0.796, -1.627], [1.893, -1.327, -3.312], [0.635, -1.865, -3.670], [-0.455, -1.482, -2.889], [-1.704, -1.926, -3.164], [-1.931, -2.837, -4.186], [-0.862, -3.205, -4.991], [0.405, -2.703, -4.784], [-2.858, -1.363, -2.353], [-2.461, 0.225, -1.490], [1.251, -3.062, -5.376], [-2.944, -3.190, -4.397], [-1.042, -3.892, -5.802], [-3.713, -1.166, -3.025], [-3.135, -2.122, -1.599], [1.925, 0.101, -4.691], [2.701, -1.592, -4.005], [1.076, 1.574, -3.585], [1.948, 1.089, -4.788], [1.902, 1.321, -5.746], [0.187, 0.726, -0.026], [0.355, 1.673, -2.865], [0.192, 2.669, -2.953], [-2.692, 1.389, -2.879], [-3.718, 1.273, -3.246], [-2.535, 2.398, -2.486], [-1.956, 1.222, -3.673], [-3.906, 0.498, -0.444], [-3.798, 1.463, 0.066], [-4.801, 0.506, -1.088], [-4.034, -0.289, 0.312], [3.079, -2.188, -0.868], [3.976, -2.443, -1.448], [3.378, -1.942, 0.155], [2.432, -3.074, -0.856], [3.437, 0.536, -1.856], [3.679, 0.978, -0.881], [4.351, 0.133, -2.322], [3.060, 1.334, -2.512], [-3.025, 0.687, 3.122], [-1.645, -0.583, 2.884], [-1.256, -1.145, 4.660], [-2.278, -2.116, 1.983], [0.059, 0.255, 1.560], [0.127, 2.647, 1.696], [0.172, 3.070, 3.500], [1.628, 3.228, 0.729], [-1.408, 3.307, 0.847], [1.877, -0.465, 2.774], [1.983, 0.045, 4.586], [1.747, -2.345, 2.696], [3.477, 0.138, 1.985], [-3.720, 0.265, 3.861], [-3.591, 0.872, 2.205], [-2.668, 1.650, 3.508], [-2.193, -1.562, 5.068], [-0.482, -1.920, 4.728], [-0.957, -0.311, 5.310], [-2.554, -1.922, 0.936], [-1.520, -2.915, 1.989], [-3.166, -2.490, 2.520], [1.122, 2.796, 3.971], [0.047, 4.161, 3.545], [-0.647, 2.609, 4.065], [1.550, 3.029, -0.348], [1.680, 4.318, 0.861], [2.579, 2.810, 1.075], [-1.504, 2.998, -0.202], [-2.335, 3.037, 1.364], [-1.324, 4.403, 0.865], [1.217, -0.415, 5.220], [2.961, -0.322, 4.936], [1.963, 1.130, 4.743], [1.681, -2.722, 1.668], [2.673, -2.740, 3.138], [0.899, -2.742, 3.268], [3.581, -0.129, 0.927], [3.603, 1.225, 2.091], [4.289, -0.359, 2.542]], "forces_ev_per_angstrom": [[1.437, 0.192, -0.928], [1.038, -0.097, -2.518], [-0.629, -0.700, -0.292], [0.751, 0.869, 0.802], [-0.048, 0.709, 0.500], [-0.696, -0.731, -1.058], [-0.995, 1.099, 1.162], [1.255, 0.020, -0.432], [-0.533, -0.763, -0.088], [0.085, -0.397, 0.243], [-1.014, -0.644, -1.707], [-0.313, 0.319, 0.165], [0.407, 0.151, 0.152], [0.075, -0.100, -0.116], [0.258, -0.258, 0.413], [-0.154, 0.352, -0.225], [0.023, 0.766, 0.053], [0.065, -0.054, 0.629], [-0.455, -0.737, 0.046], [0.043, -0.088, -1.149], [0.043, -0.239, 1.066], [-0.245, -0.778, 1.094], [0.129, 1.401, 0.080], [-0.131, -1.974, 0.789], [0.039, 0.232, 0.307], [0.237, 0.156, -0.025], [-0.191, 0.026, -0.194], [-0.275, -0.117, 0.162], [-0.100, 0.146, 0.628], [-0.163, -0.204, -0.156], [0.385, 0.064, 0.124], [0.168, 0.211, -0.259], [-0.125, -0.165, 0.649], [-0.265, 0.314, -0.047], [-0.011, -0.232, -0.135], [0.077, 0.231, 0.036], [-0.132, 0.283, 0.487], [0.133, -0.054, -0.307], [-0.392, -0.050, 0.265], [0.009, -0.393, 0.268], [0.024, -0.160, -0.130], [-1.799, -0.602, 0.195], [0.604, 0.175, -0.174], [-0.184, -0.108, 0.178], [0.365, 2.252, 0.021], [-0.029, -1.018, -0.133], [-0.037, 0.475, 0.021], [0.003, 0.251, 0.090], [-0.101, 0.314, 0.089], [1.237, -0.688, -0.225], [-0.356, 0.159, 0.007], [0.357, 0.025, 0.074], [0.117, -0.174, 0.143], [0.099, 0.145, -0.132], [0.083, 0.054, 0.196], [-0.057, -0.212, -0.054], [0.212, 0.154, -0.315], [-0.255, 0.172, 0.011], [-0.135, -0.174, -0.160], [0.028, -0.071, 0.218], [-0.209, 0.214, -0.010], [0.235, -0.001, -0.288], [-0.217, 0.201, -0.127], [0.090, -0.131, 0.337], [0.164, 0.097, -0.114], [-0.074, 0.006, 0.167], [0.117, -0.122, -0.129], [-0.197, 0.071, 0.017], [0.144, 0.037, 0.093], [0.151, 0.047, 0.007], [-0.200, -0.130, -0.129], [0.228, 0.151, -0.177], [-0.200, 0.059, -0.175], [0.050, -0.305, -0.001], [-0.020, 0.065, 0.197], [-0.226, -0.149, -0.041], [0.230, 0.094, -0.152], [0.014, 0.172, 0.350], [0.006, -0.349, 0.014], [-0.052, 0.234, -0.242]], "total_energy_ev": -83811.2300, "charge": 2, "fmax_ha_per_bohr": 0.053, "multiplicity": 1, "homo_ev": -12.627}



{"formula": "C20H50BeN2O4Si2", "method": "ωB97M-V/def2-TZVPD", "symbols": ["O", "O", "C", "C", "H", "H", "H", "H", "H", "C", "C", "H", "H", "H", "H", "H", "C", "C", "C", "H", "H", "H", "H", "H", "C", "H", "H", "H", "H", "H", "H", "Be", "C", "Si", "H", "H", "C", "C", "C", "C", "Si", "H", "H", "C", "C", "C", "H", "H", "H", "H", "H", "H", "H", "H", "H", "H", "H", "H", "H", "H", "H", "H", "H", "H", "C", "C", "N", "O", "C", "C", "N", "O", "H", "H", "H", "H", "H", "H", "H"], "positions_angstrom": [[-0.690, 3.980, 1.413], [-6.230, 2.728, -0.310], [-1.207, 3.611, 2.708], [-0.649, 4.481, 3.817], [-0.994, 2.552, 2.878], [-2.302, 3.677, 2.701], [0.399, 4.236, 4.030], [-1.265, 4.359, 4.705], [-0.705, 5.528, 3.502], [-1.691, 3.992, 0.367], [-2.998, 4.728, 0.669], [-1.944, 2.955, 0.058], [-1.184, 4.453, -0.483], [-3.806, 3.995, 0.817], [-3.272, 5.356, -0.188], [-2.954, 5.402, 1.531], [-5.662, 2.073, -1.435], [-6.656, 1.808, 0.687], [-5.155, 3.134, -2.389], [-6.444, 1.471, -1.924], [-4.820, 1.388, -1.213], [-5.905, 3.916, -2.538], [-4.902, 2.700, -3.360], [-4.248, 3.618, -2.006], [-7.486, 2.556, 1.709], [-5.814, 1.331, 1.231], [-7.261, 1.001, 0.232], [-6.918, 3.357, 2.193], [-7.816, 1.867, 2.487], [-8.368, 3.003, 1.247], [-1.805, -0.835, 0.656], [1.152, 0.841, 0.140], [-2.621, -0.439, 1.251], [-3.444, -2.114, 1.454], [-2.191, -0.068, 2.190], [-3.113, 0.350, 0.666], [-4.409, -2.186, 3.043], [-1.782, -3.004, 1.505], [-3.993, -2.118, -0.328], [1.547, 2.437, 0.086], [1.566, 2.767, -1.757], [2.588, 2.537, 0.464], [0.918, 3.115, 0.664], [1.973, 4.608, -1.729], [-0.091, 2.562, -2.605], [2.774, 1.641, -2.660], [-4.684, -1.310, -0.592], [-4.409, -3.076, -0.634], [-3.093, -1.933, -0.931], [-3.777, -1.808, 3.864], [-4.695, -3.213, 3.302], [-5.318, -1.572, 3.054], [-0.995, -2.326, 1.868], [-1.492, -3.278, 0.483], [-1.770, -3.887, 2.143], [-0.846, 3.248, -2.208], [-0.490, 1.542, -2.504], [0.027, 2.770, -3.676], [2.701, 1.774, -3.749], [2.582, 0.577, -2.458], [3.813, 1.839, -2.364], [2.505, 4.940, -2.627], [2.590, 4.815, -0.844], [1.045, 5.188, -1.627], [2.647, -2.685, 0.688], [1.854, -1.519, 0.235], [1.651, -0.449, 1.027], [2.018, -0.644, 2.372], [1.162, -1.415, -0.987], [1.042, -2.409, -2.078], [0.447, -0.244, -1.009], [-0.694, -0.233, -1.598], [3.240, -2.417, 1.568], [3.334, -3.010, -0.110], [2.015, -3.552, 0.943], [1.397, -0.113, 2.908], [0.007, -2.759, -2.183], [1.338, -1.966, -3.042], [1.695, -3.267, -1.886]], "forces_ev_per_angstrom": [[-1.363, 0.444, 0.572], [0.471, -0.795, 0.298], [-0.296, -0.228, -0.680], [0.216, 0.139, -0.512], [0.190, -0.113, 0.046], [0.169, 0.117, 0.024], [-0.262, 0.102, 0.038], [0.139, -0.062, 0.180], [0.041, -0.126, 0.119], [0.491, -0.382, 0.092], [-0.314, -0.001, -0.161], [0.288, 0.316, 0.219], [0.043, -0.009, 0.181], [0.083, 0.426, 0.087], [-0.001, -0.224, 0.138], [0.163, -0.173, -0.076], [-0.011, 0.131, -0.537], [-0.129, 0.053, 0.301], [0.189, 0.323, -0.090], [0.074, 0.007, 0.076], [-0.351, 0.209, 0.464], [0.016, -0.163, -0.010], [-0.062, -0.020, 0.096], [-0.185, -0.121, 0.022], [-0.133, 0.140, 0.039], [-0.018, 0.169, -0.548], [0.209, 0.212, 0.037], [0.032, -0.126, -0.149], [-0.042, -0.018, 0.024], [0.038, -0.030, 0.001], [0.328, 0.622, -0.304], [-0.639, -0.461, 0.255], [0.009, 0.505, 0.548], [1.624, 2.037, -0.556], [-0.056, 0.246, -0.185], [0.015, -0.133, 0.383], [-0.530, -0.470, 0.283], [0.015, -0.855, 0.398], [-0.841, -0.880, -0.349], [0.603, -0.488, -0.148], [-0.376, 0.957, 0.846], [-0.355, 0.030, -0.173], [0.058, -0.013, -0.346], [0.422, 0.094, -0.548], [-0.205, -0.224, -0.149], [0.363, -0.030, -0.095], [-0.100, -0.212, 0.241], [-0.196, -0.014, -0.373], [-0.049, -0.121, 0.312], [-0.003, -0.148, -0.394], [-0.054, 0.152, 0.058], [0.150, -0.125, -0.187], [-0.311, -0.118, 0.100], [-0.092, -0.118, 0.164], [0.171, -0.248, -0.129], [0.144, -0.044, -0.103], [0.120, 0.478, -0.111], [-0.028, 0.054, 0.087], [0.024, 0.033, 0.235], [-0.039, 0.258, -0.002], [-0.145, -0.019, -0.069], [-0.087, 0.248, 0.093], [-0.091, -0.018, -0.320], [0.194, -0.146, -0.067], [0.499, -0.563, 0.028], [-0.145, 1.467, 1.448], [0.262, -1.976, 0.484], [0.241, 0.445, -0.066], [-0.644, 1.467, -0.857], [-0.074, -0.482, -0.096], [-1.476, -1.768, -0.137], [1.770, 0.094, 0.036], [-0.200, -0.117, -0.211], [-0.299, 0.124, 0.214], [0.085, 0.386, -0.094], [0.328, -0.176, -0.673], [0.234, 0.036, 0.012], [-0.132, -0.060, 0.286], [-0.177, 0.096, -0.063]], "total_energy_ev": -48875.5555, "fmax_ha_per_bohr": 0.052, "multiplicity": 1, "homo_ev": [-8.179, -8.038]}